ORCA calculation (ωB97M-V/def2-TZVPD) on 3 unconnected molecules or ions with the total composition C27H52N4O6P at a distorted geometry.

Each line ends with the Mulliken charge.
Positions of all 90 atoms, in Å:
1 C 4.938395 2.539491 -1.060882  -0.1230
2 C 4.210365 1.675722 -1.445177  -0.8358
3 C 3.286978 0.648297 -1.908390  0.1322
4 C 1.848576 1.227744 -1.910734  -0.6527
5 C 0.774504 0.158058 -1.618735  -1.5379
6 C -0.076542 0.350377 -0.384915  1.3021
7 N -1.243387 1.202440 -0.602234  -0.1553
8 C -1.038574 2.490788 -1.253410  -0.5810
9 C -0.446548 3.606025 -0.376459  -1.0057
10 N 0.668812 0.808486 0.828051  -0.0642
11 P 1.386363 -0.388099 1.828024  0.1767
12 O 2.814398 0.341825 2.219674  -0.5090
13 O 0.537201 -0.111826 3.215027  -0.5110
14 C -0.682337 -1.059597 0.026070  0.0029
15 O -1.626802 -0.994617 0.858431  -0.7111
16 O -0.151512 -2.084990 -0.483678  -0.5234
17 H 5.309259 3.475889 -0.728911  0.4352
18 H 3.358960 -0.242967 -1.293147  0.1807
19 H 3.583742 0.418423 -2.928405  0.2299
20 H 1.680378 1.615329 -2.913167  0.4022
21 H 1.819945 2.093677 -1.259558  0.2055
22 H 0.094513 0.133280 -2.467607  0.3608
23 H 1.254519 -0.812609 -1.610668  0.2625
24 H -1.588727 1.404342 0.327636  -0.1361
25 H -0.523356 2.414545 -2.206837  0.3345
26 H -2.037820 2.851806 -1.507264  0.4950
27 H -1.032974 3.601596 0.537157  0.1388
28 H 0.614102 3.488500 -0.177803  0.2757
29 H -0.559826 4.571268 -0.869192  0.4106
30 H 1.340946 1.541396 0.624338  0.3935
31 H 2.717007 1.298146 2.331806  0.2630
32 H -0.393170 -0.160351 2.940384  0.3509
33 C 3.848592 -5.597013 -0.934514  -1.7029
34 C 2.862006 -4.875999 -1.889968  2.1921
35 C 2.373250 -5.827213 -2.985127  -1.4593
36 C 3.411777 -6.110796 -4.067964  -0.4692
37 C 3.918269 -4.798971 -4.663559  -1.2799
38 C 4.465579 -3.842052 -3.604313  1.8652
39 N 3.498954 -3.653522 -2.477878  0.4678
40 O 2.585695 -2.813744 -2.843764  -0.5223
41 C 5.822175 -4.379498 -3.104594  -2.0830
42 C 4.783492 -2.495994 -4.246056  -1.9018
43 C 1.666239 -4.508967 -1.014787  -2.4389
44 H 3.736694 -6.681257 -0.995760  0.2954
45 H 4.894596 -5.366869 -1.113175  0.3630
46 H 3.662204 -5.303910 0.098033  0.4449
47 H 1.487321 -5.395719 -3.461311  0.3580
48 H 2.046614 -6.761976 -2.526809  0.4441
49 H 4.238890 -6.699565 -3.658881  0.2677
50 H 2.962362 -6.719475 -4.856618  0.3945
51 H 4.698481 -5.000760 -5.402339  0.3928
52 H 3.097487 -4.316699 -5.203783  0.3756
53 H 6.165401 -3.818450 -2.234376  0.4209
54 H 6.574560 -4.268409 -3.886541  0.4590
55 H 5.803414 -5.437837 -2.852015  0.4141
56 H 3.918748 -2.063150 -4.745150  0.3567
57 H 5.563120 -2.626718 -4.997091  0.4756
58 H 5.143572 -1.783056 -3.502375  0.4273
59 H 1.933968 -3.769609 -0.261171  0.5063
60 H 1.315607 -5.406243 -0.500478  0.4326
61 H 0.828562 -4.107583 -1.578064  0.5130
62 C -6.704392 2.432929 2.996685  -1.7253
63 C -5.178355 2.207537 2.832297  1.9582
64 C -4.543874 1.787081 4.160677  -1.3414
65 C -4.392730 2.929959 5.160362  -0.4498
66 C -3.619298 4.080583 4.520979  -1.2984
67 C -4.248479 4.565692 3.215086  1.9526
68 N -4.518865 3.430957 2.277227  0.1393
69 O -3.418669 3.082675 1.697349  -0.3187
70 C -5.536921 5.347122 3.543005  -2.0360
71 C -3.323939 5.579267 2.549981  -1.8766
72 C -5.047026 1.036304 1.860883  -2.0243
73 H -7.084459 1.928969 3.886730  0.2891
74 H -6.996369 3.476376 3.062944  0.3632
75 H -7.246346 2.036901 2.137851  0.4525
76 H -3.552654 1.366690 3.965987  0.2281
77 H -5.134128 0.980903 4.599066  0.4747
78 H -5.374097 3.263415 5.513224  0.2663
79 H -3.854093 2.575105 6.041471  0.4109
80 H -3.551456 4.919333 5.218292  0.3954
81 H -2.593071 3.750833 4.332353  0.3513
82 H -6.101102 5.566402 2.635144  0.3997
83 H -5.282330 6.298625 4.010547  0.4488
84 H -6.190746 4.831983 4.244230  0.4085
85 H -2.328834 5.176240 2.372673  0.3013
86 H -3.213230 6.448560 3.198195  0.4354
87 H -3.732714 5.916009 1.595824  0.4586
88 H -5.415123 1.305235 0.870179  0.4828
89 H -5.644821 0.203131 2.232896  0.3942
90 H -4.021610 0.684168 1.756266  0.4439

Forces on atoms 1 to 2 (eV/Å):
C 0.0 1.0 0.2
C -0.2 -0.8 -0.1

Values from the calculation:
gap between HOMO and LUMO (alpha / beta) = 6.96 / 6.87 eV
spin multiplicity = 3
total charge = -1
strongest force on any atom = 0.0403 Eh/bohr

ORCA calculation (ωB97M-V/def2-TZVPD) on a single C3H8N2O2 molecule at a distorted geometry.

Each line ends with the Mulliken charge.
Positions of all 15 atoms, in Å:
1 H 2.436798 0.368233 -0.781853  0.2027
2 N 1.705194 -0.066225 -0.212583  -0.7388
3 C 0.578235 0.539159 -0.414149  0.5773
4 N 0.505180 1.567291 -1.320971  -0.5527
5 C -0.676571 0.338939 0.503526  0.0075
6 O -1.817043 0.151310 -0.339456  -0.5835
7 C -0.483128 -0.890482 1.371961  -0.5554
8 O -0.134404 -1.978911 0.444049  -0.6127
9 H 1.132528 1.493621 -2.112289  0.2315
10 H -0.440615 1.771471 -1.639060  0.2727
11 H -0.832515 1.244078 1.096801  0.3968
12 H -1.687877 -0.716208 -0.773101  0.4012
13 H 0.315823 -0.781628 2.109209  0.3149
14 H -1.410264 -1.187940 1.867554  0.3314
15 H 0.808658 -1.852708 0.200364  0.3071

Forces on atoms 1 to 2 (eV/Å):
H -0.2 -0.3 0.0
N -1.1 0.2 0.4

Values from the calculation:
gap between HOMO and LUMO = 10.57 eV
energy relative to the best compared isomer or geometry (same formula, charge and spin) = 31.0 kcal/mol
strongest force on any atom = 0.0363 Eh/bohr
SMILES = [H]/N=C(\N)[C@@H](O)CO

ORCA calculation (ωB97M-V/def2-TZVPD) on a molecular structure, C30H24CuF6N7O7S4.

Each line ends with the Mulliken charge.
Positions of all 79 atoms, in Å:
1 Cu -0.373611 -0.049464 0.391652  -0.6993
2 C -0.927171 -0.300439 -5.293631  -1.5768
3 C 0.190509 0.015979 -4.333827  0.9774
4 C 1.422617 -0.621277 -4.414349  -0.6772
5 C 2.423647 -0.375037 -3.476717  -0.7461
6 C 2.192800 0.529934 -2.454799  -0.6382
7 C 0.972596 1.195409 -2.372704  0.5071
8 C -0.013187 0.938950 -3.307352  -0.5001
9 S 3.379239 0.770584 -1.146931  1.4147
10 O 4.578167 0.048298 -1.545051  -0.8269
11 O 3.549905 2.201776 -0.970161  -0.6959
12 N 2.654530 0.226416 0.128825  0.0809
13 C 2.380606 -1.111001 0.266687  -0.1713
14 C 3.350404 -2.123728 0.064650  -0.6174
15 C 3.021564 -3.441351 0.261948  -0.2635
16 C 1.735007 -3.768784 0.678773  -0.9419
17 C 0.840175 -2.739282 0.851023  -0.2778
18 N 1.127714 -1.441142 0.648439  0.4510
19 H -0.704724 -1.195992 -5.877603  0.3171
20 H -1.104374 0.526400 -5.987086  0.3984
21 H -1.846706 -0.488847 -4.745087  0.1945
22 H 1.590801 -1.353655 -5.197723  0.3216
23 H 3.375256 -0.888989 -3.518296  0.4619
24 H 0.791094 1.888852 -1.558321  -0.0701
25 H -0.974801 1.427243 -3.213043  0.4389
26 H 4.336364 -1.818860 -0.253090  0.4451
27 H 3.761976 -4.216949 0.097194  0.3847
28 H 1.422564 -4.791846 0.836989  0.4114
29 H -0.177477 -2.941265 1.153799  0.6588
30 N 0.072412 1.846242 1.013159  -0.1588
31 S 0.852800 4.106476 2.858435  -0.2541
32 C 0.648480 5.298929 0.508895  -0.6890
33 C 0.219146 6.590235 0.793676  -0.4064
34 C 0.689444 7.652217 0.039300  -0.6371
35 C 1.586303 7.425583 -1.000102  -0.4070
36 C 2.016647 6.135307 -1.270706  -0.9596
37 C 1.559667 5.065851 -0.510291  0.8089
38 C 2.610317 4.097255 2.564562  0.2594
39 C 3.249110 3.079739 1.857827  0.9495
40 C 4.618995 3.151198 1.638817  -0.5077
41 C 5.356241 4.210378 2.147734  -0.6152
42 C 4.722574 5.222938 2.858049  -0.5420
43 C 3.348484 5.176287 3.050307  -0.3556
44 H 0.764983 1.880221 1.749049  0.2081
45 H -0.496254 6.738792 1.593201  0.3852
46 H 0.339818 8.657437 0.246777  0.3650
47 H 1.944540 8.255275 -1.598582  0.3678
48 H 2.721275 5.948638 -2.071792  0.4599
49 H 1.917826 4.060857 -0.707967  0.4504
50 H 2.702890 2.245355 1.432750  -0.4413
51 H 5.089546 2.376571 1.044266  0.3823
52 H 6.425181 4.259508 1.972605  0.3681
53 H 5.292815 6.063279 3.236565  0.3493
54 H 2.832508 5.979850 3.561318  0.3704
55 N -3.075215 2.412618 -1.803405  -0.3961
56 C -2.158509 2.136197 -0.799672  0.2990
57 O -2.179944 0.990321 -0.317911  -0.5189
58 C -1.314696 3.226389 -0.351174  0.6799
59 C -0.316557 3.020144 0.665408  0.8907
60 N 0.192752 4.203889 1.302737  0.2598
61 C -1.575972 4.491775 -0.927474  -0.8065
62 N -1.798854 5.491569 -1.470614  -0.7451
63 H -3.453029 1.582045 -2.228737  0.1513
64 H -2.921735 3.208176 -2.400586  0.2310
65 F -4.775706 -2.545012 -1.475530  -0.2593
66 C -3.936188 -1.518153 -1.285777  0.4411
67 F -4.403824 -0.800431 -0.273298  -0.2081
68 F -3.936781 -0.763129 -2.393741  -0.2389
69 S -2.202112 -2.130573 -0.917426  1.2878
70 O -1.327938 -1.381089 -1.771134  0.1226
71 O -2.082369 -1.962554 0.503798  -0.7494
72 N -2.258401 -3.677886 -1.227283  -0.6853
73 S -2.254022 -4.279737 -2.683189  1.0747
74 O -2.905953 -3.472676 -3.679429  -0.6355
75 O -2.573487 -5.676339 -2.598237  -0.7237
76 C -0.465695 -4.296983 -3.209041  0.6603
77 F -0.268605 -5.327934 -4.050023  -0.2649
78 F -0.124596 -3.183933 -3.852506  -0.1627
79 F 0.351371 -4.457708 -2.165965  -0.2153

Forces on atoms 1 to 2 (eV/Å):
Cu 0.4 0.3 0.1
C 0.2 0.0 0.0

Values from the calculation:
gap between HOMO and LUMO = 6.57 eV
total charge = -2
strongest force on any atom = 0.0101 Eh/bohr

ORCA calculation (ωB97M-V/def2-TZVPD) on 6 unconnected molecules or ions with the total composition C27H45NO21 at a distorted geometry.

Each line ends with the Mulliken charge.
Positions of all 94 atoms, in Å:
1 C 3.469468 -1.604239 -0.269656  -1.3872
2 C 3.221744 -0.175992 -0.782584  -0.5873
3 N 1.820468 0.046900 -1.191050  0.3864
4 C 1.102832 0.837863 -0.174780  -1.4351
5 C -0.417270 0.819350 -0.368666  -0.3361
6 C -1.098704 -0.412815 0.103618  1.2603
7 C -2.343245 -0.813795 -0.086722  0.0028
8 C -3.458616 -0.155047 -0.860769  -0.6388
9 C -3.828142 1.245717 -0.375481  0.2620
10 O -4.816355 1.407312 0.185443  -0.4255
11 O -2.994117 2.298467 -0.642198  -0.5052
12 C -2.560469 -2.125232 0.582516  0.3813
13 O -3.381648 -2.897700 0.449455  -0.5000
14 O -1.511754 -2.284565 1.485858  -0.2028
15 C -0.504878 -1.552682 0.915058  -0.3541
16 O 0.607761 -1.805207 0.998916  -0.3652
17 C 1.716823 0.763492 -2.420908  0.4427
18 C 2.631209 1.952040 -2.741426  -1.1922
19 O 0.899227 0.489286 -3.209528  -0.6211
20 H 3.115818 -1.717865 0.753682  0.1159
21 H 4.536531 -1.826404 -0.266821  0.4708
22 H 2.934947 -2.298478 -0.915666  0.3591
23 H 3.443443 0.502905 0.050835  0.4310
24 H 3.914615 -0.000350 -1.603879  0.5545
25 H 1.324992 0.455704 0.819730  0.7388
26 H 1.437124 1.887111 -0.200967  0.6096
27 H -0.814045 1.671799 0.184153  0.3600
28 H -0.671909 1.011984 -1.411194  0.0014
29 H -4.342657 -0.783026 -0.857260  0.3380
30 H -3.095966 -0.055716 -1.893594  0.3611
31 H -2.961930 2.365214 -1.609029  0.3502
32 H 2.918840 1.831953 -3.784047  0.3371
33 H 3.533276 1.952082 -2.132913  0.4083
34 H 2.100654 2.895268 -2.626097  0.2557
35 C 2.147842 6.661989 1.011183  -0.5464
36 O 3.127566 7.212431 0.128975  -0.3391
37 C 3.223889 6.566183 -1.033742  0.8430
38 O 2.584895 5.594496 -1.347130  -0.5471
39 O 4.154265 7.169745 -1.774595  -0.3246
40 C 4.368297 6.570877 -3.053530  -0.6002
41 H 2.159382 7.251575 1.924348  0.2101
42 H 1.153185 6.725505 0.572542  0.3085
43 H 2.390296 5.629246 1.259911  0.2119
44 H 3.459122 6.606561 -3.651988  0.2839
45 H 4.712309 5.543222 -2.944437  0.2760
46 H 5.141059 7.150299 -3.551536  0.2175
47 C -5.686025 -2.759087 1.970109  -0.1594
48 O -6.292991 -1.855238 2.899576  -0.2974
49 C -7.470452 -1.371899 2.504977  0.7982
50 O -8.032445 -1.630116 1.471267  -0.5506
51 O -7.920974 -0.547917 3.456097  -0.3371
52 C -9.183365 0.049159 3.163707  -0.6392
53 H -4.744699 -3.079587 2.400922  0.0369
54 H -6.317382 -3.633834 1.817666  0.3167
55 H -5.493884 -2.261392 1.027116  0.0885
56 H -9.954068 -0.712900 3.055863  0.2940
57 H -9.121704 0.657800 2.262650  0.2872
58 H -9.435897 0.689428 4.005145  0.2235
59 C 5.342611 4.617011 3.452926  -0.6510
60 O 4.656977 3.481310 2.920731  -0.2223
61 C 4.866139 2.341319 3.584751  0.6281
62 O 5.560370 2.206081 4.557514  -0.5513
63 O 4.168191 1.377322 2.975733  -0.1229
64 C 4.295521 0.087700 3.578521  -0.5566
65 H 5.086891 5.467156 2.824978  0.1606
66 H 5.016813 4.824206 4.471196  0.3289
67 H 6.421139 4.471021 3.422204  0.3023
68 H 3.926794 0.103896 4.602911  0.3292
69 H 5.330804 -0.248622 3.552059  0.3336
70 H 3.686588 -0.598864 2.995158  0.0456
71 C -4.596990 -8.339244 5.303990  -0.6353
72 O -4.411825 -6.952084 5.023669  -0.3122
73 C -3.318878 -6.678234 4.305312  0.7289
74 O -2.520618 -7.483189 3.899729  -0.5407
75 O -3.268048 -5.358582 4.116900  -0.2911
76 C -2.141812 -4.914070 3.356286  -0.5933
77 H -5.509889 -8.427490 5.887361  0.2200
78 H -4.710895 -8.906584 4.381378  0.2940
79 H -3.764744 -8.728173 5.888963  0.2945
80 H -2.159528 -5.343614 2.355807  0.3063
81 H -1.211246 -5.165228 3.863660  0.4731
82 H -2.213302 -3.834750 3.274215  0.0788
83 C 3.011519 -3.183192 -8.213509  -0.6279
84 O 1.974986 -2.202263 -8.182688  -0.3295
85 C 2.212062 -1.178487 -7.357907  0.8030
86 O 3.193445 -1.035483 -6.673847  -0.5485
87 O 1.174492 -0.343948 -7.424793  -0.3351
88 C 1.294699 0.805500 -6.584155  -0.3879
89 H 2.700435 -3.953846 -8.914030  0.2177
90 H 3.945819 -2.745207 -8.561881  0.2894
91 H 3.145527 -3.632431 -7.230537  0.2953
92 H 2.161662 1.401025 -6.870432  0.2971
93 H 1.359232 0.513029 -5.537847  0.0679
94 H 0.398768 1.405131 -6.723451  0.2804

Forces on atoms 1 to 2 (eV/Å):
C -0.3 0.4 -0.1
C 0.1 -0.5 0.9

Values from the calculation:
gap between HOMO and LUMO = 9.07 eV
strongest force on any atom = 0.1040 Eh/bohr
SMILES = CCN(CCC1=C(CC(=O)O)C(=O)OC1=O)C(C)=O.COC(=O)OC.COC(=O)OC.COC(=O)OC.COC(=O)OC.COC(=O)OC